C3H5F4NO3S2 in the gas phase at a distorted geometry, computed with ωB97M-V with the def2-TZVPD basis set.

Element x y z (Å)
S  0.851  0.696  -1.483
S  -0.705  -0.714  0.726
F  3.398  0.262  -1.482
F  2.551  0.548  0.480
F  -2.128  1.322  0.960
F  -1.539  0.567  2.914
O  0.344  -1.476  1.403
O  -0.292  -0.173  -0.765
O  0.730  1.958  -0.794
N  0.888  0.385  -2.911
C  -1.067  0.829  1.673
C  2.360  -0.049  -0.691
C  -2.103  -1.527  0.858
H  2.151  -1.208  -0.440
H  -1.990  -2.605  0.984
H  -0.386  1.707  1.557
H  -3.034  -1.051  0.439
H  -0.030  0.530  -3.428

Atoms 1-6, force components in eV/Å:
1.251 1.585 2.828
-1.180 -2.989 3.648
-0.120 -0.645 0.055
-0.159 0.295 0.294
-0.685 -0.138 -0.170
1.269 -0.071 -1.053

The SMILES is C=[S@@](=O)(O[S@@](=N)(=O)C(F)F)C(F)F. The total energy is -1593.406168 Ha. The energy relative to the best compared isomer or geometry (same formula, charge and spin) is 223.2 kJ/mol. The HOMO-LUMO gap comes out at 9.568 eV. The molar mass is 243.20 g mol⁻¹.

A molecular structure, C3H5FINO2S at a distorted geometry, computed with ωB97M-V with the def2-TZVPD basis set.

Element x y z (Å)
I  -2.978  1.228  -1.143
S  -0.400  -0.772  -1.152
F  0.608  -2.029  1.859
O  0.269  0.719  -1.297
O  0.242  -1.617  -2.157
N  -1.853  -0.363  -1.894
C  0.458  0.500  2.089
C  0.978  -0.831  1.685
C  1.688  0.141  1.173
H  -0.241  1.174  -2.187
H  -1.905  -0.432  -2.894
H  -0.368  0.955  1.761
H  0.773  0.916  3.106
H  2.730  0.411  1.050

Atoms 1-6, force components in eV/Å:
0.480 -0.786 -0.326
0.461 0.608 -1.478
0.072 -2.366 0.181
-1.848 1.704 -3.154
-0.439 0.156 0.614
-1.409 0.282 1.118

The total energy is -1118.090782 Ha. The energy relative to the best compared isomer or geometry (same formula, charge and spin) is 51.8 kJ/mol. The HOMO-LUMO gap comes out at 8.302 eV. The molar mass is 265.05 g mol⁻¹.

C3H5FN2O2 in the gas phase at a distorted geometry, computed with ωB97M-V with the def2-TZVPD basis set.

Element x y z (Å)
F  3.390  -0.209  -0.068
O  1.596  1.725  -0.035
O  -0.057  0.049  0.011
N  -2.295  0.707  -0.091
N  -2.671  -0.648  0.071
C  -1.090  1.019  0.066
C  1.225  0.567  -0.024
C  2.112  -0.643  0.060
H  -1.849  -1.230  -0.089
H  1.948  -1.172  1.039
H  -0.733  2.012  0.314
H  1.888  -1.284  -0.781
H  -3.465  -0.894  -0.474

Atoms 1-6, force components in eV/Å:
0.847 -0.184 0.213
-1.374 -2.199 -0.135
-0.099 1.484 0.262
-0.876 -0.583 1.096
2.028 1.081 -0.065
0.401 -0.450 -0.270

The SMILES is N/N=C\OC(=O)CF. The total energy is -477.121028 Ha. The energy relative to the best compared isomer or geometry (same formula, charge and spin) is 148.5 kJ/mol. The HOMO-LUMO gap comes out at 10.070 eV. The molar mass is 120.08 g mol⁻¹.

Repeat the third record exactly.
C3H5FN2O2 in the gas phase at a distorted geometry, computed with ωB97M-V with the def2-TZVPD basis set.

Element x y z (Å)
F  3.390  -0.209  -0.068
O  1.596  1.725  -0.035
O  -0.057  0.049  0.011
N  -2.295  0.707  -0.091
N  -2.671  -0.648  0.071
C  -1.090  1.019  0.066
C  1.225  0.567  -0.024
C  2.112  -0.643  0.060
H  -1.849  -1.230  -0.089
H  1.948  -1.172  1.039
H  -0.733  2.012  0.314
H  1.888  -1.284  -0.781
H  -3.465  -0.894  -0.474

Atoms 1-6, force components in eV/Å:
0.847 -0.184 0.213
-1.374 -2.199 -0.135
-0.099 1.484 0.262
-0.876 -0.583 1.096
2.028 1.081 -0.065
0.401 -0.450 -0.270

The SMILES is N/N=C\OC(=O)CF. The total energy is -477.121028 Ha. The energy relative to the best compared isomer or geometry (same formula, charge and spin) is 148.5 kJ/mol. The HOMO-LUMO gap comes out at 10.070 eV. The molar mass is 120.08 g mol⁻¹.